DFT (ωB97M-V/def2-TZVPD) results for a molecular structure, C57H40ClF6INO2P2PdSSb.

```
113
Properties=species:S:1:pos:R:3
Pd -13.26284 -7.02437 15.72080
O -15.57733 -4.71594 14.47018
S -15.50227 -5.69674 15.57798
C -16.67484 -5.11051 16.79593
C -17.92115 -4.71054 16.32847
C -18.91994 -4.25440 17.22729
C -18.51567 -3.95002 18.55938
C -19.31860 -3.38384 19.75192
C -18.16128 -3.20703 20.86133
C -16.98168 -3.91647 20.26928
C -15.72106 -4.15164 20.80887
C -14.73664 -4.72447 19.99283
C -14.94430 -5.13278 18.67094
P -13.44618 -5.63912 17.68865
C -12.39900 -4.20011 17.59348
C -11.02096 -4.33900 17.39222
C -10.21716 -3.22800 17.61512
C -10.75733 -1.91051 17.60425
C -12.12238 -1.75573 17.54191
C -12.97670 -2.89014 17.62895
C -12.64028 -6.71621 18.85141
C -11.55866 -6.43422 19.61866
C -11.14232 -7.31227 20.61855
C -11.78156 -8.49171 20.86245
C -12.82805 -8.87230 20.04415
C -13.29317 -7.98966 19.09599
C -16.27041 -4.93118 18.11040
C -17.18572 -4.15934 18.90112
C -16.36719 -7.21636 14.98980
C -17.45878 -7.64322 15.72798
C -18.45473 -8.47170 15.22620
C -18.23070 -9.03541 13.98501
C -19.17774 -9.77916 13.13850
C -18.47489 -9.77218 11.72576
C -17.12461 -9.18068 11.93484
C -16.04376 -9.02673 11.10979
C -14.91940 -8.23516 11.58032
C -14.94407 -7.60589 12.78465
P -13.45539 -6.76164 13.26729
C -12.09566 -7.63739 12.36058
C -11.98570 -9.02948 12.57698
C -10.79850 -9.70317 12.27952
C -9.82775 -8.99029 11.62084
C -9.99513 -7.66308 11.26039
C -11.13119 -6.97240 11.63779
C -13.31352 -5.16185 12.52784
C -13.90792 -4.86179 11.27426
C -13.60447 -3.65903 10.65039
C -12.69455 -2.75165 11.24657
C -12.01975 -3.10174 12.41940
C -12.21097 -4.34955 12.96877
C -16.10639 -7.77062 13.68029
C -17.10347 -8.64108 13.22040
H -18.12968 -4.86672 15.27617
H -19.96556 -4.26276 16.96299
H -20.16481 -4.02299 20.05180
H -19.67206 -2.32417 19.55304
H -18.35777 -3.59553 21.85104
H -17.86808 -2.17991 20.97689
H -15.50579 -3.95440 21.83796
H -13.72841 -4.93254 20.37942
H -10.59217 -5.25175 17.04205
H -9.19854 -3.39991 17.97573
H -10.09850 -1.05650 17.45284
H -12.56992 -0.78432 17.60197
H -14.04656 -2.72681 17.53580
H -11.02958 -5.47098 19.47866
H -10.27659 -7.11586 21.20187
H -11.38856 -9.10677 21.62914
H -13.26900 -9.86436 20.10198
H -14.15825 -8.23964 18.49495
H -17.52412 -7.32350 16.69711
H -19.42984 -8.55151 15.82259
H -20.16001 -9.30865 12.98699
H -19.44002 -10.84210 13.51334
H -19.03453 -9.22566 10.93842
H -18.47474 -10.79425 11.37238
H -15.96220 -9.44202 10.10763
H -14.04231 -8.06591 10.90890
H -12.78391 -9.66630 12.96554
H -10.62564 -10.72819 12.51841
H -8.86053 -9.53464 11.51043
H -9.21853 -7.22303 10.69329
H -11.32031 -5.96879 11.25411
H -14.63459 -5.56325 10.82667
H -14.06113 -3.32511 9.69637
H -12.55690 -1.77300 10.81307
H -11.23417 -2.43719 12.87210
H -11.55117 -4.65167 13.76992
Cl -8.87972 -12.26222 17.05816
C -9.56883 -10.74048 16.74820
C -8.65096 -9.67206 16.68988
C -9.12950 -8.44886 16.23542
I -7.77726 -6.94467 15.97496
C -10.49197 -8.19020 15.97582
O -10.88794 -7.04453 15.66189
C -11.37654 -9.27718 16.20650
N -12.74051 -9.07677 16.04075
C -13.65463 -10.04927 15.99668
C -13.33520 -11.35865 16.33510
C -11.97604 -11.63409 16.53713
C -10.97713 -10.60607 16.54038
H -7.59139 -9.83337 16.95929
H -14.64503 -9.81017 15.58942
H -14.11838 -12.09824 16.46394
H -11.66994 -12.72322 16.79491
F -11.22277 -1.43645 14.57370
Sb -12.19709 0.29787 14.38161
F -11.36446 0.76771 16.09086
F -13.70119 -0.52114 15.35676
F -13.05877 1.96522 14.54094
F -13.16602 -0.19228 12.85796
F -10.65810 0.89200 13.33519
```

Computed properties:
Spin multiplicity   6
E_HOMO (alpha / beta)   -15.089 / -15.055 eV
Charge   +3
Energy relative to the best compared isomer or geometry (same formula, charge and spin)   148.79 kJ/mol
Gap between HOMO and LUMO (alpha / beta)   6.8 / 3.7 eV

DFT (ωB97M-V/def2-TZVPD) results for a single C4H7NO molecule.

```
13
Properties=species:S:1:pos:R:3
C 0.43599 -1.31242 0.33214
C -0.09156 -0.07997 0.09865
C -0.77428 0.53551 1.40406
C -0.48647 0.43774 -1.11963
N 0.17066 0.65783 -2.16311
O 1.59526 0.84574 -2.03470
H 0.89443 -1.95285 -0.44629
H 0.40956 -1.72409 1.30898
H -1.82100 0.46138 1.18527
H -0.29685 1.44161 1.88400
H -0.41636 -0.22006 2.16830
H -1.61653 0.59520 -1.32581
H 1.99714 0.31439 -1.29186
```

Computed properties:
E_HOMO   -9.655 eV
Charge   0
Energy relative to the best compared isomer or geometry (same formula, charge and spin)   422.30 kJ/mol
Gap between HOMO and LUMO   10.1 eV

DFT (ωB97M-V/def2-TZVPD) results for 2 unconnected molecules or ions with the total composition C9H4Cl4NO4.

```
22
Properties=species:S:1:pos:R:3
Cl -0.52274 4.51279 1.48412
C 0.31776 3.02422 1.54436
C -0.39011 1.83070 1.52396
Cl -2.08577 1.82278 1.67639
C 0.27276 0.52103 1.65430
O -0.32412 -0.48928 1.97978
C 1.82142 0.55053 1.59921
O 2.47058 -0.48140 1.74732
C 2.46471 1.86642 1.61262
Cl 4.16140 1.87047 1.62991
C 1.75205 3.05228 1.59103
Cl 2.57733 4.55480 1.54018
C -0.76662 -1.41767 -2.21674
C -1.74627 -2.44433 -2.76582
O -1.93943 -3.38875 -1.72310
C -1.19609 -3.00945 -0.59246
O -1.12174 -3.79192 0.33571
N -0.66553 -1.75366 -0.82240
H 0.15867 -1.52549 -2.82736
H -1.19620 -0.40793 -2.31965
H -2.68696 -1.93902 -3.00057
H -1.35511 -2.95715 -3.65078
```

Computed properties:
E_HOMO   -3.133 eV
Charge   -1
Energy relative to the best compared isomer or geometry (same formula, charge and spin)   103.52 kJ/mol
Gap between HOMO and LUMO   3.3 eV

DFT (ωB97M-V/def2-TZVPD) results for a single C4H5I molecule.

```
10
Properties=species:S:1:pos:R:3
I 3.00375 -2.35295 -0.65625
C 2.00740 -0.35419 -0.78768
C 0.78624 -0.23787 -0.29539
C -0.53759 0.56787 0.08016
C -0.36104 -0.83390 0.40334
H 2.68217 0.39745 -1.24574
H -0.08794 1.34856 0.69714
H -1.43149 0.76841 -0.51851
H -0.95490 -1.40214 -0.34001
H -0.23770 -1.13150 1.41336
```

Computed properties:
E_HOMO   -8.953 eV
Charge   0
Energy relative to the best compared isomer or geometry (same formula, charge and spin)   130.79 kJ/mol
Gap between HOMO and LUMO   9.3 eV

DFT (ωB97M-V/def2-TZVPD) results for a single C6H14N2 molecule.

```
22
Properties=species:S:1:pos:R:3
C -1.97497 1.21028 0.74655
N -1.11424 1.09035 -0.43244
C 0.65537 0.84247 -0.07463
C 1.11201 1.27811 1.16145
H -1.07261 1.93140 -1.00623
H 1.11411 1.36748 -0.91241
H -3.01795 1.18876 0.42153
H -1.78845 2.14210 1.28075
H -1.80009 0.38481 1.43479
H 0.75914 0.83458 2.08495
H 1.92335 1.99122 1.22557
C 1.33032 -1.11017 -1.59836
C 0.35313 -1.65671 0.65192
C 0.34426 -0.67306 -0.51757
N -0.97713 -0.44816 -1.10000
H -1.68654 -1.00209 -0.61898
H 1.26457 -0.46051 -2.47553
H 2.35316 -1.05541 -1.20964
H 1.29397 -1.57348 1.20409
H 1.13565 -2.13516 -1.92916
H 0.24729 -2.68854 0.30163
H -0.45434 -1.45826 1.36172
```

Computed properties:
E_HOMO   -6.539 eV
Charge   0
Energy relative to the best compared isomer or geometry (same formula, charge and spin)   451.01 kJ/mol
Gap between HOMO and LUMO   7.5 eV

DFT (ωB97M-V/def2-TZVPD) results for a molecular structure, H4NOPS.

```
8
Properties=species:S:1:pos:R:3
N 0.22654 -1.29062 0.35359
O 0.35445 0.77727 1.60439
P -0.72299 0.00517 0.68794
S -0.41083 1.81807 -1.40595
H 1.23353 -1.19658 0.39937
H -0.12007 -2.04347 -0.21713
H 0.17151 1.71462 1.70129
H -1.70328 1.77728 -1.67886
```

Computed properties:
E_HOMO   -8.286 eV
Charge   0
Energy relative to the best compared isomer or geometry (same formula, charge and spin)   74.04 kJ/mol
Gap between HOMO and LUMO   8.3 eV

The evaluated F_max for the records listed, in turn: 0.0843, 0.1139, 0.0631, 0.0523, 0.0697, 0.0417 Eh/bohr.